# 1
# C3H6O4

A cluster of 2 separate species, C3H6O4 in total (ωB97M-V/def2-TZVPD, OMol25).

As for the energy above the lowest of the compared OMol25 structures with the same formula, charge and spin: 431.40 kJ/mol. The value obtained for the frontier orbital gap (spin up / spin down) is 7.951 / 8.075 eV.

XYZ file:
```
13
Properties=species:S:1:pos:R:3:forces:R:3
C -2.106 1.025 -0.102 -0.900 0.110 -0.080
C -1.362 -0.044 -0.159 3.561 -0.597 0.503
C 1.212 -0.077 0.083 -2.714 0.504 -0.389
O -1.600 -1.355 -0.250 -0.420 0.116 -0.055
O 1.753 0.361 -1.093 0.067 -0.610 0.865
O 1.562 0.672 1.176 0.293 -0.390 -0.869
O 1.271 -1.437 0.223 0.305 0.468 -0.014
H -3.190 0.979 -0.137 -0.111 -0.105 -0.033
H -1.675 2.004 -0.019 0.268 0.164 0.020
H -0.766 -1.835 -0.110 -0.112 0.268 -0.032
H 1.705 1.320 -1.131 -0.071 0.138 0.093
H 1.342 0.189 1.979 -0.187 -0.109 0.023
H 1.855 -1.802 -0.460 0.020 0.043 -0.031
```
Forces are in eV/Å.

# 2
# C3H6O4PS

A cluster of 2 separate species, C3H6O4PS in total (ωB97M-V/def2-TZVPD, OMol25).

The value obtained for the frontier orbital gap (spin up / spin down) is 4.562 / 6.597 eV. The net charge is -1. The multiplicity is 3.

XYZ file:
```
15
Properties=species:S:1:pos:R:3:forces:R:3
C 1.188 0.173 0.425 3.951 1.261 1.361
C 1.059 1.810 2.212 -2.355 -0.917 -2.839
C -1.182 -0.675 -2.603 0.992 -1.270 -3.078
O -0.144 -2.732 1.182 0.584 -0.953 0.253
O 1.849 0.861 -0.320 -1.469 -0.054 -0.238
O -1.826 -0.844 0.581 -1.056 0.617 0.299
O 0.946 0.451 1.712 -0.076 -1.586 -0.246
P -0.568 -1.598 0.338 -1.596 0.415 -0.113
S -0.596 -2.161 -1.728 0.114 -0.843 -1.016
H -0.002 1.882 2.548 0.908 1.255 -0.127
H 1.351 2.310 1.248 -0.271 0.759 1.547
H 1.729 1.840 3.019 1.102 0.119 0.849
H -1.745 -0.013 -1.980 -0.319 0.369 0.305
H -1.795 -1.096 -3.528 0.863 1.022 2.063
H -0.264 -0.207 -3.106 -1.373 -0.194 0.980
```
Forces are in eV/Å.

# 3
# C3H6O4PS2

A structure of composition C3H6O4PS2 (ωB97M-V/def2-TZVPD, OMol25).

As for the energy above the lowest of the compared OMol25 structures with the same formula, charge and spin: 0.00 kJ/mol. The value obtained for the frontier orbital gap is 7.609 eV. The net charge is -1.

XYZ file:
```
16
Properties=species:S:1:pos:R:3:forces:R:3
C 3.410 -0.204 0.095 0.493 -1.572 -0.039
C -0.765 2.131 0.283 -0.083 0.155 0.225
C -1.890 -1.823 -0.222 -0.337 -0.367 -0.423
O 3.671 -1.336 0.201 -0.169 0.158 0.155
O 0.645 -1.014 -1.352 0.173 -0.252 -0.373
O -0.318 1.208 -0.680 0.241 -0.778 -0.181
O -1.152 -0.888 0.508 0.892 0.640 -0.012
P 0.222 -0.255 -0.172 -0.798 0.581 0.990
S 3.692 1.250 -0.440 0.360 1.510 -0.555
S 1.400 0.019 1.420 -0.558 -0.135 0.160
H -0.932 1.643 1.246 -0.055 0.160 0.014
H -1.702 2.568 -0.072 0.012 0.025 0.010
H -0.017 2.916 0.412 -0.033 -0.001 0.056
H -2.080 -2.693 0.414 -0.037 0.033 -0.063
H -1.335 -2.135 -1.110 -0.125 -0.085 0.028
H -2.848 -1.388 -0.531 0.022 -0.071 0.006
```
Forces are in eV/Å.

# 4
# C3H6OP

The ion C3H6OP with charge +1 (ωB97M-V/def2-TZVPD, OMol25).

As for the energy above the lowest of the compared OMol25 structures with the same formula, charge and spin: 175.66 kJ/mol. The value obtained for the frontier orbital gap is 8.251 eV. The net charge is +1.

XYZ file:
```
11
Properties=species:S:1:pos:R:3:forces:R:3
C 1.208 0.072 0.648 0.613 -0.106 0.471
C -2.321 -0.045 -0.230 2.369 -3.337 0.903
C 1.215 -0.208 -0.824 -1.669 2.035 -0.104
O -1.121 -0.189 0.105 -3.610 3.504 -0.814
P 0.076 -1.327 0.126 2.272 -1.355 0.223
H 0.635 0.969 1.172 1.801 -1.998 -1.440
H 2.225 -0.244 0.874 -0.415 0.234 1.741
H -2.813 0.854 -0.121 -0.688 2.253 0.144
H -2.827 -0.954 -0.477 -0.733 -0.412 -0.581
H 0.811 0.688 -1.329 0.074 -1.224 -0.710
H 2.031 -0.772 -1.273 -0.015 0.406 0.168
```
Forces are in eV/Å.

# 5
# C3H6OS

The ion C3H6OS with charge -2 (ωB97M-V/def2-TZVPD, OMol25).

As for the energy above the lowest of the compared OMol25 structures with the same formula, charge and spin: 55.33 kJ/mol. The value obtained for the frontier orbital gap is 5.199 eV. The net charge is -2. The SMILES is [O-]CCC[S-].

XYZ file:
```
11
Properties=species:S:1:pos:R:3:forces:R:3
C 1.028 -0.306 0.875 -0.990 -0.754 -0.967
O 2.210 -0.254 0.293 0.820 -0.012 -0.091
C -0.255 -0.553 -0.117 0.033 0.279 1.997
C -0.664 0.692 -0.894 -0.104 0.050 1.019
S -2.376 0.940 -1.587 0.284 -0.596 -0.640
H 0.845 -1.186 1.597 0.408 0.161 -0.004
H 0.799 0.601 1.511 -0.376 -0.051 -0.186
H -0.976 -0.822 0.680 -0.515 0.076 -0.634
H -0.087 -1.451 -0.723 0.175 0.146 -0.082
H 0.233 0.874 -1.498 -0.575 0.480 -0.565
H -0.759 1.466 -0.137 0.841 0.222 0.153
```
Forces are in eV/Å.

# 6
# C3H6OS

An isolated molecule of C3H6OS (ωB97M-V/def2-TZVPD, OMol25).

As for the energy above the lowest of the compared OMol25 structures with the same formula, charge and spin: 151.34 kJ/mol. The value obtained for the frontier orbital gap is 9.184 eV. The SMILES is CCOC=S.

XYZ file:
```
11
Properties=species:S:1:pos:R:3:forces:R:3
C 1.584 -0.577 0.107 0.201 -0.338 -0.308
C 0.374 0.314 -0.083 -0.736 0.638 -3.385
C -1.952 0.245 -0.064 0.208 0.679 1.188
H 2.599 0.033 0.152 -2.286 -1.395 0.059
H 1.332 -1.168 1.038 0.948 0.585 -0.867
H 1.578 -1.311 -0.763 0.401 0.936 1.124
H 0.163 1.018 0.673 0.078 0.365 1.450
H 0.303 0.954 -1.023 1.275 -0.652 0.915
H -1.664 1.344 0.276 -0.957 -2.061 -0.907
O -0.852 -0.482 -0.332 -0.194 0.657 1.062
S -3.465 -0.371 0.019 1.061 0.586 -0.332
```
Forces are in eV/Å.

# 7
# C3H6OS

A cluster of 2 separate species, C3H6OS in total (ωB97M-V/def2-TZVPD, OMol25).

As for the energy above the lowest of the compared OMol25 structures with the same formula, charge and spin: 320.50 kJ/mol. The value obtained for the frontier orbital gap (spin up / spin down) is 7.655 / 7.411 eV.

XYZ file:
```
11
Properties=species:S:1:pos:R:3:forces:R:3
C -3.650 -0.095 0.083 1.110 0.490 0.580
C 0.705 0.063 0.298 1.127 -0.388 -2.527
C -0.474 0.934 0.536 -1.781 -1.259 -2.401
O -3.391 -0.545 1.146 -0.972 0.936 -2.572
S -1.529 1.137 -0.990 -1.511 -0.699 1.473
H -4.672 -0.010 -0.546 2.142 -0.228 1.198
H 1.584 0.715 -0.158 -1.647 -1.616 1.042
H 0.928 -0.331 1.271 0.920 -0.504 0.298
H 0.443 -0.787 -0.455 0.656 1.407 1.470
H -0.151 1.810 0.958 0.418 2.621 0.652
H -1.189 0.536 1.217 -0.462 -0.760 0.787
```
Forces are in eV/Å.

# 8
# C3H6OS2

An isolated molecule of C3H6OS2 (ωB97M-V/def2-TZVPD, OMol25).

As for the energy above the lowest of the compared OMol25 structures with the same formula, charge and spin: 57.14 kJ/mol. The value obtained for the frontier orbital gap is 10.086 eV. The SMILES is C[C@H](S)C(=O)S.

XYZ file:
```
12
Properties=species:S:1:pos:R:3:forces:R:3
C 2.155 -0.366 -0.563 0.367 0.297 -0.058
C 0.655 -0.491 -0.487 -0.240 1.150 0.240
C 0.101 0.058 0.829 1.450 -0.292 -0.351
H 2.461 -0.489 -1.594 0.260 -0.366 -0.115
H 2.659 -1.070 0.119 -0.313 -0.035 -0.430
H 2.513 0.602 -0.250 -0.130 0.512 0.088
H 0.421 -1.516 -0.593 -0.689 -1.049 -0.072
H 0.132 1.585 -1.397 -0.215 -0.092 -0.234
H -1.455 -0.642 2.419 0.551 0.044 1.697
O 0.750 0.750 1.552 0.651 0.406 0.578
S -0.359 0.386 -1.778 0.859 -0.017 0.428
S -1.528 -0.366 1.166 -2.549 -0.556 -1.771
```
Forces are in eV/Å.